Computed, not measured: a cluster of 12 separate species, C6H37N2O11 in total, with ωB97M-V/def2-TZVPD.

Values from the calculation:
**LUMO energy**: -2.259 eV
**Energy above the lowest of the compared OMol25 structures with the same formula, charge and spin**: 0.0000 eV
**Net charge**: +1

Geometry (Å):
1 C 1.08 -1.40 0.23
2 C 1.32 0.03 0.66
3 C 0.26 1.00 0.13
4 C -0.93 0.94 0.73
5 N -2.06 1.62 0.19
6 C 0.64 1.89 -1.01
7 C 1.36 3.17 -0.57
8 N -0.14 -1.97 0.89
9 H 0.93 -1.61 -0.82
10 H 1.92 -1.97 0.59
11 H 1.28 0.14 1.74
12 H 2.30 0.37 0.33
13 H -1.23 0.40 1.61
14 H -1.86 2.39 -0.43
15 H -2.73 1.94 0.88
16 H -0.21 2.23 -1.60
17 H 1.37 1.44 -1.69
18 H 2.25 2.91 0.03
19 H 1.66 3.83 -1.38
20 H 0.83 3.83 0.14
21 H -0.94 -1.33 0.80
22 H -0.45 -2.82 0.40
23 H 0.04 -2.21 1.87
24 H -2.67 -0.20 -0.60
25 H -2.36 -0.34 -2.04
26 O -2.77 -0.85 -1.32
27 H -1.10 1.00 4.57
28 H -0.16 1.62 3.59
29 O -0.53 0.75 3.83
30 H 3.13 -3.63 -2.32
31 H 3.34 -2.54 -3.31
32 O 2.63 -2.94 -2.78
33 H -2.23 -0.43 -4.50
34 H -1.16 -0.78 -3.45
35 O -1.68 -0.04 -3.81
36 H -0.95 3.07 -4.39
37 H -1.43 1.88 -3.57
38 O -1.51 2.84 -3.64
39 H -2.18 -2.85 -1.29
40 H -0.76 -3.12 -1.70
41 O -1.45 -3.48 -1.12
42 H 1.11 -1.77 3.56
43 H 2.51 -1.61 3.18
44 O 1.77 -2.22 3.02
45 H 3.08 1.25 3.49
46 H 2.94 0.26 4.61
47 O 2.83 0.33 3.65
48 H -3.72 -0.61 2.26
49 H -3.53 -1.67 1.18
50 O -3.04 -1.05 1.75
51 H 0.92 -2.38 -3.18
52 H -0.24 -2.76 -4.22
53 O -0.03 -2.38 -3.37
54 H 1.00 3.87 3.21
55 H 0.62 2.99 2.06
56 O 0.96 2.94 2.96

=====

Computed, not measured: a cluster of 13 separate species, C6H37NO13 in total, with ωB97M-V/def2-TZVPD.

Values from the calculation:
**LUMO energy**: 0.061 eV
**Energy above the lowest of the compared OMol25 structures with the same formula, charge and spin**: 5.1295 eV
**Net charge**: 0

Geometry (Å):
1 C 2.06 0.74 -0.36
2 N 1.65 -0.60 -0.72
3 C 0.48 -0.72 -1.56
4 C 0.10 -2.20 -1.70
5 C 0.52 -3.03 -2.89
6 O 0.38 -2.77 -4.07
7 C 3.32 1.15 -1.15
8 C 4.50 0.21 -0.86
9 H 2.38 0.78 0.65
10 H 1.28 1.45 -0.56
11 H 2.49 -1.17 -0.87
12 H -0.32 -0.15 -1.12
13 H 0.68 -0.33 -2.56
14 H 0.19 -2.72 -0.78
15 H -0.98 -2.31 -1.72
16 H 0.90 -4.04 -2.55
17 H 3.28 1.12 -2.25
18 H 3.42 2.21 -0.95
19 H 5.13 -0.02 -1.78
20 H 5.22 0.78 -0.27
21 H 4.37 -0.75 -0.41
22 H 1.37 -2.83 2.38
23 H 1.40 -1.88 3.61
24 O 1.25 -2.77 3.35
25 H -3.93 2.05 -1.94
26 H -4.84 2.78 -1.04
27 O -4.69 1.90 -1.38
28 H -4.50 -0.05 1.33
29 H -4.51 -0.02 -0.14
30 O -3.92 0.17 0.58
31 H 0.32 0.73 4.30
32 H -0.03 1.31 2.90
33 O 0.08 0.48 3.38
34 H 3.82 -1.57 2.21
35 H 2.99 -0.62 1.42
36 O 2.94 -1.43 1.91
37 H -2.21 4.50 1.81
38 H -2.62 3.74 3.17
39 O -2.23 4.50 2.76
40 H 0.43 -1.08 -5.35
41 H 0.93 0.04 -4.55
42 O 0.74 -0.21 -5.45
43 H -2.17 2.46 1.27
44 H -3.50 2.06 0.61
45 O -2.85 2.83 0.74
46 H 1.82 1.95 -3.21
47 H 1.21 1.81 -4.53
48 O 1.26 2.41 -3.83
49 H -0.56 3.99 3.44
50 H -0.78 3.14 4.49
51 O -0.43 3.04 3.66
52 H -2.56 -2.87 1.83
53 H -1.17 -3.39 1.52
54 O -2.06 -3.25 1.09
55 H -1.21 -1.31 3.32
56 H -0.58 -2.60 3.58
57 O -1.46 -2.12 3.57

=====

Computed, not measured: a cluster of 13 separate species, C6H37NO13 in total, with ωB97M-V/def2-TZVPD.

Values from the calculation:
**LUMO energy**: 0.065 eV
**Energy above the lowest of the compared OMol25 structures with the same formula, charge and spin**: 0.8079 eV
**Net charge**: 0

Geometry (Å):
1 C -0.38 -1.31 1.44
2 O -0.53 -1.26 2.86
3 C -0.18 0.09 0.83
4 C 1.08 0.15 -0.05
5 C 0.97 1.12 -1.21
6 C 0.24 0.82 -2.30
7 C 2.01 2.97 0.07
8 N 1.80 2.23 -1.18
9 H 0.49 -1.94 1.32
10 H -1.22 -1.84 0.98
11 H -1.36 -0.80 3.16
12 H -1.01 0.40 0.21
13 H -0.11 0.85 1.60
14 H 1.28 -0.83 -0.49
15 H 1.94 0.38 0.57
16 H 0.13 1.48 -3.15
17 H -0.28 -0.12 -2.41
18 H 2.76 3.75 -0.06
19 H 1.08 3.42 0.43
20 H 2.38 2.30 0.85
21 H 1.68 2.85 -1.97
22 H -3.32 0.22 0.37
23 H -3.99 1.60 0.54
24 O -3.43 0.97 1.00
25 H 3.58 -2.39 -1.27
26 H 2.92 -2.69 0.13
27 O 3.06 -3.06 -0.75
28 H 1.62 -2.30 -3.61
29 H 1.53 -0.83 -4.01
30 O 2.07 -1.61 -4.14
31 H -2.99 0.59 2.66
32 H -2.04 1.12 3.76
33 O -2.61 0.35 3.54
34 H -2.54 2.07 -1.91
35 H -3.34 0.79 -1.76
36 O -3.44 1.76 -1.77
37 H -1.99 2.66 1.19
38 H -1.03 2.96 2.36
39 O -1.34 3.30 1.49
40 H 1.77 -3.29 -1.77
41 H 1.12 -4.36 -2.74
42 O 1.03 -3.45 -2.42
43 H 3.94 -0.19 -2.01
44 H 3.57 -1.28 -3.04
45 O 4.14 -1.10 -2.26
46 H -2.52 -1.53 -1.29
47 H -4.04 -1.48 -1.07
48 O -3.26 -0.92 -1.04
49 H -0.49 2.83 4.64
50 H 0.17 1.60 3.90
51 O -0.60 2.23 3.91
52 H -1.96 -3.47 -2.40
53 H -0.57 -2.96 -1.94
54 O -1.54 -2.90 -1.75
55 H 1.65 0.00 4.67
56 H 0.73 -0.30 3.48
57 O 1.40 0.37 3.81

=====

- What is the formula in the third record?
  C6H37NO13